(1)
151
Properties=species:S:1:pos:R:3:forces:R:3:mulliken_charge:R:1 method="wB97M-V/def2-TZVPD" total_charge=0 homo_energy_ev=-8.1
I 2.97835 1.90525 -4.34099 -0.170 -0.480 0.273 -0.02
F 0.15015 -0.71161 -1.02244 0.498 -1.014 -1.039 -0.16
F 1.89246 -1.92404 -1.62338 -1.366 0.238 -0.371 -0.20
F -0.06628 -2.88067 -1.30549 0.720 1.210 -0.839 -0.11
O 5.69518 -1.97401 -2.95386 -0.149 -0.548 -0.356 -0.47
O -1.90020 2.95278 -1.26178 0.212 -0.099 -0.412 -0.51
O 2.71363 1.78686 1.25156 -0.035 0.303 -0.471 -0.59
O 1.12616 3.02960 5.88900 0.412 0.065 0.016 -0.49
O 6.47476 -3.66325 -4.06570 -0.239 0.334 0.284 -0.56
O -3.96355 5.58111 4.69143 -0.086 0.974 0.508 -0.64
O -1.22829 -1.03873 -6.16077 -2.397 1.243 0.055 -0.40
O 0.93967 -8.21046 -4.51702 0.168 -0.066 -0.357 -0.53
O 6.32347 3.19826 -2.29411 -0.158 0.239 -0.213 -0.49
O 0.90614 -6.49352 3.78270 -0.218 -0.194 0.490 -0.56
O 9.58930 0.14815 -2.90603 -0.408 0.251 -0.200 -0.58
O -2.64097 11.08691 5.85613 -0.285 -0.292 0.259 -0.51
O -5.76902 2.54165 2.82128 0.370 -0.188 0.204 -0.58
O -4.08494 1.10062 8.47718 -0.194 -0.369 -0.056 -0.54
O -4.24462 7.65659 4.13196 0.043 -0.397 0.168 -0.55
O 8.00294 1.20444 -3.93959 0.441 -0.827 0.138 -0.62
O -0.68932 -0.43099 3.68053 0.331 0.115 0.313 -0.61
O 1.15638 -1.18438 4.53337 -0.370 0.124 -0.114 -0.57
O -3.61932 9.68408 7.18622 0.135 0.944 -0.023 -0.56
O -1.10713 2.11204 -3.09586 -0.125 0.438 0.349 -0.40
O -3.95887 1.67807 3.65303 -0.457 0.161 -0.151 -0.48
O 0.10957 -3.63313 -6.21124 0.140 0.339 1.268 -0.58
O -1.20399 -6.68969 4.23914 0.473 -0.002 -0.031 -0.50
O 5.25525 4.43496 -3.71320 0.153 -0.220 0.262 -0.53
O -5.07686 -0.81981 8.30959 0.187 0.381 -0.033 -0.55
O 3.23137 3.29264 5.44438 -0.387 -0.126 0.151 -0.51
O 1.58236 2.97353 -0.16726 0.258 -0.299 0.327 -0.53
O 1.77143 -9.01579 -6.35020 -0.147 0.282 0.310 -0.55
N 2.31235 2.90509 6.14193 -0.063 0.093 -0.071 0.86
N -3.62169 10.61923 6.40036 0.093 0.052 0.025 0.89
N 0.70019 -2.71515 -4.09182 -0.738 0.008 -0.708 -0.03
N -4.63386 0.21488 7.84376 0.012 0.020 0.091 0.90
N 1.43325 -8.09789 -5.62582 -0.023 -0.180 0.100 0.91
N -2.80601 0.88624 -6.13584 -0.014 -0.857 -0.409 -0.60
N 8.43120 0.48573 -3.04971 -0.029 -0.079 0.139 0.99
N 6.25395 3.86518 -3.31483 -0.026 0.047 -0.012 0.91
N -0.02461 -6.85026 4.48660 -0.213 0.086 -0.115 0.89
N 2.60610 2.44583 0.23046 -0.064 0.112 -0.181 1.04
N -4.57906 2.55941 3.07698 0.170 0.003 -0.085 0.98
N 5.65556 -3.13163 -3.34362 -0.010 -0.061 -0.099 0.89
N -1.41254 3.04528 -2.37236 -0.015 0.046 0.105 0.82
N 0.49599 -0.34285 3.94661 0.082 0.118 0.145 1.03
N -3.01423 -3.30895 -6.77360 -0.001 -0.290 0.584 -0.60
N -3.87601 6.78275 4.89506 0.091 -0.045 0.110 0.94
C -3.40396 -1.48885 -1.94025 0.118 0.504 -0.427 -1.83
C -1.37667 -1.69069 -3.62692 -0.786 0.088 0.704 -1.74
C 1.64348 -6.71949 -6.14525 -0.025 0.244 0.090 -0.33
C -2.41964 -0.72119 -2.94891 0.006 -0.151 0.847 0.44
C -3.69679 0.31308 -0.13731 0.571 -0.916 -0.749 -1.46
C 3.83331 2.61417 -0.59465 0.039 0.218 -0.180 -0.76
C 7.44674 -0.01719 -2.05465 -0.048 0.223 0.266 -0.51
C -0.14168 -2.93477 -5.25819 -0.602 0.344 -0.205 -0.31
C 0.17433 -1.52994 -3.34006 -0.530 0.127 0.104 1.10
C -0.11178 -3.05205 2.17792 -0.077 -0.174 -0.511 -0.29
C -1.48400 -2.05089 -5.15241 0.952 -1.979 1.819 1.13
C -0.94964 -4.11348 1.40977 -0.518 -0.486 0.003 1.18
C -0.17657 -5.41531 0.99421 0.333 1.352 -0.517 -1.26
C 2.59763 -0.83401 -5.59637 0.975 -0.654 1.097 -0.79
C -3.14554 -1.14411 -0.43101 -1.845 -0.722 0.502 2.57
C -2.26197 -3.95661 1.06957 0.955 0.416 0.486 -0.42
C 0.32259 -7.54140 5.75745 -0.100 -0.115 0.225 -0.76
C -4.93312 11.24157 6.07623 -0.286 -0.049 0.041 -0.71
C 7.49143 3.96767 -4.12766 0.037 0.159 -0.432 -0.79
C 2.67416 2.21927 7.41179 -0.135 -0.131 0.233 -0.76
C 2.30462 -0.19759 -4.17449 -0.474 0.140 -1.061 -0.54
C -2.83044 -2.84463 -5.38084 0.093 0.775 -0.729 -0.84
C 4.50606 -3.96598 -2.89807 -0.249 0.049 0.208 -0.60
C -3.81723 3.76118 2.64987 0.016 0.144 -0.277 -0.75
C -4.04652 -2.13418 0.45500 0.632 -0.151 0.236 -1.47
C -3.19627 -2.82612 1.59359 -0.562 -0.592 -0.508 -0.48
C -1.16262 4.41154 -2.90262 -0.017 0.277 0.039 -0.91
C -2.19229 -0.09196 -6.21404 1.814 -0.178 0.667 0.72
C 0.53308 -1.74826 -1.82345 -0.301 -0.297 0.828 -0.09
C -3.27087 7.22381 6.17951 0.173 -0.632 0.071 -0.76
C -4.77808 0.40856 6.37492 0.074 0.211 -0.142 -0.66
C 1.19010 0.89990 3.51672 -0.006 -0.038 -0.045 -0.58
C 0.76905 -0.12817 -3.79900 1.089 0.016 0.121 -0.92
H 3.58997 3.21623 -1.46458 -0.019 -0.089 0.101 0.21
H 6.46438 0.36754 -2.31090 0.150 -0.009 -0.076 0.11
H -4.52742 -2.92847 -0.18879 0.479 0.753 0.630 0.34
H 0.92279 -6.85456 6.35046 0.061 -0.076 -0.119 0.29
H -3.54523 0.52998 0.94984 -0.213 0.132 -0.959 0.38
H 7.46011 -1.09987 -2.09804 0.173 0.141 0.047 0.25
H -1.47917 5.13743 -2.15885 0.008 -0.156 -0.002 0.32
H -3.92133 -3.31678 2.30489 0.650 0.461 -0.565 0.44
H -2.77789 3.63719 2.94198 -0.123 -0.086 0.020 0.22
H 2.95799 -0.63599 -3.38416 -0.648 0.402 -0.665 0.52
H -3.15070 -4.32348 -6.77785 0.330 0.649 -0.274 0.30
H -1.82618 0.00924 -2.33270 -0.815 -0.499 -0.820 -0.33
H -2.39604 7.82375 5.94111 -0.172 0.090 0.002 0.26
H 1.29876 -6.00834 -5.40061 -0.025 -0.120 -0.068 -0.05
H 2.23237 0.83999 3.81865 -0.103 -0.089 -0.059 0.28
H -4.01624 7.80601 6.70500 0.045 -0.107 -0.157 0.32
H -4.87067 -1.55739 0.94725 0.607 -0.454 -0.475 0.56
H -2.09508 -1.30767 -0.08225 -0.699 0.367 -0.644 -0.52
H -3.18186 1.04197 -0.81330 -0.447 -0.365 0.924 0.01
H 3.97509 -4.29392 -3.78943 0.124 -0.055 0.024 0.28
H -5.08765 11.13895 5.00411 0.101 0.088 0.055 0.29
H -4.78909 0.28253 -0.41434 1.012 0.231 0.510 0.39
H 1.76092 1.93112 7.92513 0.034 0.062 -0.132 0.32
H -1.61253 -2.68746 -3.14484 0.363 0.843 -0.639 0.57
H -4.45564 -1.13915 -2.16672 0.993 -0.387 0.266 0.26
H -2.24299 -3.04173 -7.38443 -0.226 -0.324 0.304 0.30
H 0.23370 0.31083 -4.68032 0.312 -0.638 0.795 0.49
H -2.99167 6.34459 6.75463 -0.039 -0.009 -0.179 0.36
H 0.66390 -2.66684 1.45392 -0.562 -0.340 0.656 0.08
H 0.71596 -3.56406 -3.50870 0.254 0.444 -0.362 0.50
H -4.34241 1.36473 6.10352 -0.005 -0.117 0.102 0.27
H -3.42628 -2.60056 -2.14766 0.285 1.044 0.355 0.55
H -5.71159 10.72441 6.63025 0.144 -0.005 -0.015 0.31
H 3.86128 -3.36288 -2.26379 0.115 0.008 -0.084 0.09
H -3.07797 -0.16387 -3.65737 0.988 -0.330 0.304 0.63
H -5.84113 0.38939 6.14432 0.082 -0.134 0.006 0.29
H -2.70413 -4.73024 0.38423 0.197 0.755 0.896 0.19
H 0.45087 -3.46706 3.05739 -0.636 0.232 -0.810 0.50
H -2.65688 -2.04083 2.17917 -0.326 -0.708 -0.527 -0.05
H 4.16529 1.62213 -0.89317 0.028 0.066 0.099 0.27
H -0.59646 -7.79886 6.27654 0.034 0.073 -0.130 0.31
H -4.87989 12.28810 6.36858 0.072 -0.051 -0.124 0.29
H 2.88000 -1.91023 -5.40023 -0.576 0.946 -0.439 0.15
H 0.67351 0.64086 -2.98443 -0.221 -1.078 -0.648 0.32
H -3.65210 -2.11016 -5.14898 0.681 -0.547 0.013 0.32
H 2.70855 -6.59817 -6.33198 -0.085 -0.084 -0.123 0.28
H -3.90792 3.83832 1.56739 -0.077 -0.069 0.062 0.32
H -1.74034 4.51783 -3.81872 0.133 -0.096 -0.007 0.32
H 0.69415 1.73654 4.00328 -0.072 -0.064 -0.136 0.18
H 4.90982 -4.81233 -2.34630 0.007 -0.004 -0.155 0.37
H 7.75359 2.94748 -4.41400 0.051 0.573 0.143 0.37
H 0.88608 -8.43592 5.50064 0.070 0.139 -0.001 0.29
H 7.29343 4.58150 -5.00244 -0.143 0.017 0.170 0.31
H -0.09518 4.49625 -3.09740 -0.080 -0.096 -0.089 0.28
H -0.71227 -2.16674 2.51189 0.576 -1.165 -0.359 -0.44
H -4.26063 4.62802 3.15125 0.091 -0.580 -0.576 0.42
H 0.29769 -5.91518 1.87800 -0.765 0.442 -0.961 0.09
H 4.57925 3.11064 0.02211 -0.028 -0.160 0.021 0.31
H 0.67919 -5.06749 0.33597 -0.728 -0.502 0.555 0.21
H 1.10637 0.96805 2.43410 -0.111 0.004 0.255 0.23
H -4.25348 -0.40752 5.88286 -0.128 0.010 0.025 0.27
H -2.95007 -3.70036 -4.66946 0.437 0.843 -0.430 0.48
H 3.26608 1.34351 7.15376 0.054 0.132 -0.007 0.29
H 3.52884 -0.37070 -6.02278 -1.150 -0.367 0.159 0.47
H 1.06946 -6.62323 -7.06409 0.131 -0.024 0.015 0.27
H 3.25004 2.92157 8.01075 0.068 -0.073 -0.123 0.30
H 7.76082 0.34319 -1.07652 0.098 -0.034 -0.089 0.33
H 1.72685 -0.79015 -6.29447 0.772 0.141 0.577 0.13
H 8.25974 4.42071 -3.50416 -0.036 -0.178 0.037 0.29
H -0.81509 -6.10501 0.38038 0.530 0.565 0.760 0.34

=====

(2)
114
Properties=species:S:1:pos:R:3:forces:R:3:mulliken_charge:R:1 method="wB97M-V/def2-TZVPD" total_charge=0 smiles="CCCC1=CC(=O)C(OB(O)O)=CC1=O.CCN(CC)CC.CCN(CC)CC.CCN(CC)CC.CCN(CC)CC" homo_energy_ev=-8.0
O -1.21212 0.08070 -1.01522 0.749 0.353 0.015 -0.30
O -0.09023 0.43710 1.09392 0.412 -0.222 -0.364 -0.35
O 4.13787 2.40202 1.16035 -0.455 -0.501 -0.629 -0.59
O -1.45283 -1.48478 0.73502 0.289 0.050 -0.323 -0.30
O 1.47541 -1.87123 0.62660 -0.363 0.305 -0.116 -0.65
N -5.65032 -5.19445 2.11696 -0.109 -0.050 -0.057 0.13
N 6.31141 4.75945 -3.77628 0.102 -0.039 -0.087 0.07
N -0.85832 -1.06073 6.10157 -0.018 -0.024 0.116 0.14
N -2.57958 1.43766 -5.49018 0.127 -0.066 0.010 0.11
C -7.60933 -5.56911 3.72951 -0.061 -0.066 -0.018 -0.96
C 5.23039 0.71756 -0.95066 -0.084 -0.554 0.942 -0.91
C -7.07472 -5.40871 2.30011 -0.186 0.043 -0.063 -0.67
C -1.68829 -1.99824 6.84061 -0.001 -0.129 0.108 -1.08
C 5.76730 5.88848 -4.51033 -0.200 0.100 -0.119 -0.72
C -4.35147 2.93111 -6.38230 -0.038 0.010 -0.003 -1.42
C -1.90880 0.15553 -5.60234 0.119 -0.110 -0.112 -0.69
C 7.73340 4.81765 -3.48597 0.177 -0.105 0.025 -0.70
C 1.91016 -0.76399 0.36405 0.316 -0.760 -0.132 0.50
C 5.50878 7.19292 -3.74278 0.030 0.057 -0.096 -0.97
C -3.79380 1.51994 -6.27909 -0.146 0.059 0.004 -0.32
C 5.51824 4.30354 -2.65188 -0.147 0.034 0.122 -0.01
C -3.76491 -3.58375 2.26404 0.051 0.013 0.004 -1.04
C -2.67876 -2.84634 6.03599 -0.118 -0.015 0.029 -0.62
C -2.62584 -1.09185 -5.06741 0.106 -0.048 0.022 -0.84
C 8.22012 5.81302 -2.42469 0.071 0.024 -0.041 -0.98
C 3.91630 0.50473 -0.25957 -0.290 -0.079 -0.184 0.33
C 6.16796 -0.47350 -0.76492 0.283 0.020 0.088 -0.51
C -2.39238 -0.05411 4.31005 -0.063 0.071 0.054 -0.55
C -2.66093 1.99089 -4.14918 -0.057 0.217 0.154 -0.79
C 0.05801 -1.71092 5.18370 0.064 0.032 -0.136 -0.04
C 1.10132 -0.77031 4.59886 0.006 0.019 -0.049 -1.30
C 1.22418 0.48200 0.77447 -0.315 0.936 0.176 0.35
C 6.84188 -0.46570 0.60684 -0.062 -0.287 -0.288 -1.22
C 3.16697 -0.59363 -0.37658 0.470 0.456 -0.116 -0.44
C -5.18329 -3.94114 2.67808 0.150 0.086 0.146 -0.45
C 1.94690 1.59596 0.88532 -0.016 -0.091 -0.051 -0.70
C -1.53824 0.11090 5.57637 -0.002 0.229 -0.117 -0.92
C 3.39915 1.58085 0.63484 0.339 0.654 0.634 0.48
C -4.79902 -6.34439 2.36314 0.229 -0.106 -0.015 -0.72
C -3.70895 1.41049 -3.19044 0.054 0.015 0.077 -0.82
C 4.07675 3.97724 -3.01152 -0.022 -0.022 0.013 -1.38
C -4.50254 -6.72500 3.82119 0.004 -0.111 -0.030 -0.83
B -0.91276 -0.32861 0.24649 -0.625 -0.490 0.584 0.30
H -0.46400 -2.21373 4.35251 0.027 -0.021 -0.021 0.00
H -3.38548 0.46601 -2.75867 -0.073 -0.054 -0.025 0.10
H 1.50291 2.52494 1.18446 -0.104 0.254 0.313 0.55
H -3.49870 -2.60021 2.65382 -0.033 0.015 -0.004 0.17
H 7.80743 -0.94805 0.54729 0.326 -0.089 0.034 0.41
H -1.01958 -2.67342 7.38375 0.084 0.022 -0.077 0.40
H -7.36879 -6.28265 1.71246 0.079 -0.042 0.007 0.36
H -3.67186 -3.54975 1.17847 0.014 -0.036 -0.011 0.37
H -0.93159 0.23710 -5.11779 -0.024 0.063 0.057 0.35
H 3.50526 -1.39033 -1.01280 -0.097 -0.508 0.049 0.57
H -3.63122 -7.38231 3.85857 0.003 0.012 -0.012 0.36
H -2.15464 0.53209 6.37420 -0.024 -0.110 0.055 0.37
H 0.58051 -2.49499 5.73784 -0.090 -0.047 0.045 0.44
H -1.89888 -0.66819 3.55500 0.022 0.011 0.003 -0.06
H 1.79932 -1.33796 3.98126 0.006 -0.022 -0.001 0.45
H -1.67340 1.91284 -3.68781 0.027 -0.109 -0.050 0.38
H -4.27958 -5.85271 4.43729 0.003 0.024 -0.020 0.13
H -7.21727 -4.80765 4.40398 0.024 0.012 -0.008 0.25
H -3.54100 -2.26278 5.71587 0.008 -0.010 -0.067 0.16
H 4.02875 3.23225 -3.80750 0.024 0.038 -0.048 0.32
H 5.64746 -1.41799 -0.86240 -0.187 -0.195 -0.299 0.32
H 3.51947 4.85861 -3.32954 -0.010 -0.005 -0.003 0.44
H 6.42786 6.09398 -5.35593 0.104 -0.039 0.055 0.38
H -3.05752 -3.66998 6.64520 0.038 0.013 0.027 0.51
H -4.68617 3.31324 -5.41752 0.001 0.003 0.000 0.29
H 7.61644 5.77709 -1.51769 -0.024 -0.012 -0.002 0.27
H -5.32831 -7.26604 4.28021 -0.038 0.073 0.050 0.29
H -1.69189 -0.00699 -6.66281 -0.076 0.045 -0.024 0.39
H -2.83841 3.06532 -4.23788 -0.038 -0.019 -0.076 0.35
H -5.84835 -3.14891 2.32423 -0.099 -0.060 0.007 0.42
H 5.98051 3.39017 -2.26795 0.135 0.056 0.008 0.19
H -3.55593 1.17609 -7.28921 0.059 -0.092 0.030 0.44
H -2.21045 -3.28007 5.15172 -0.020 -0.018 -0.008 0.18
H 9.24673 5.57225 -2.14148 -0.002 -0.016 -0.011 0.39
H -5.21460 2.93558 -7.04888 -0.001 -0.006 -0.011 0.43
H 8.04283 3.81391 -3.17708 -0.088 -0.019 0.032 0.39
H 5.51684 5.02428 -1.81899 -0.027 -0.045 0.038 0.18
H 5.69339 1.54674 -0.42982 0.103 0.519 -0.363 0.28
H -5.24190 -3.92600 3.77893 0.004 0.041 0.002 0.18
H -3.36543 -0.49317 4.52539 0.018 -0.083 -0.032 0.30
H -5.23224 -7.20505 1.84768 -0.118 0.037 0.015 0.38
H -3.86542 2.10010 -2.35893 0.015 0.002 0.001 0.38
H -2.12533 -1.98912 -5.43765 0.008 0.014 -0.009 0.40
H 4.83151 7.82794 -4.31744 -0.006 -0.016 -0.003 0.37
H -4.67556 1.25638 -3.67224 0.012 0.018 -0.048 0.32
H 6.42203 7.76391 -3.58496 0.016 -0.024 0.091 0.28
H -2.23125 -1.44843 7.61397 0.003 0.096 -0.060 0.38
H 1.66933 -0.27688 5.38832 -0.036 0.030 0.020 0.35
H -4.58769 0.85456 -5.90360 -0.021 0.007 -0.025 0.25
H 5.05290 0.94777 -1.99288 -0.007 0.158 -0.284 0.37
H 6.97975 0.54175 0.97376 0.078 0.252 0.182 0.32
H -7.59210 -4.56257 1.83710 0.075 0.057 0.016 0.40
H -3.66467 -1.14229 -5.39274 -0.018 0.024 0.004 0.28
H 3.56624 3.57199 -2.13577 0.004 0.006 0.017 0.24
H -3.60599 3.61663 -6.78676 0.035 -0.002 0.041 0.33
H -7.37822 -6.54898 4.14470 0.058 0.016 0.035 0.23
H 5.04407 7.01525 -2.77226 -0.008 -0.028 0.003 0.25
H -1.26740 -0.70332 -1.56378 -0.538 -0.124 -0.308 0.25
H 8.22359 6.83667 -2.79587 -0.060 0.020 0.023 0.24
H -2.60595 -1.14043 -3.97898 -0.080 0.030 0.013 0.08
H -0.78362 0.87574 5.37814 0.048 -0.058 -0.014 0.36
H -3.84614 -6.17102 1.85749 -0.014 0.074 0.013 0.35
H -8.69692 -5.47179 3.72617 0.003 0.005 -0.018 0.40
H 0.65486 -0.00460 3.96220 -0.003 -0.002 -0.005 0.09
H -3.03170 -4.29273 2.65311 -0.004 -0.007 -0.002 0.24
H 4.82666 5.57050 -4.96649 -0.007 -0.047 0.061 0.37
H -2.57664 0.92469 3.86230 0.024 0.002 -0.002 0.44
H 6.26633 -1.03843 1.32125 -0.249 0.060 0.336 0.29
H 6.92568 -0.45893 -1.53782 0.185 0.096 -0.244 0.41
H -0.77850 -1.88532 1.29567 -0.154 -0.198 0.376 0.21
H 8.26659 5.00819 -4.42117 -0.067 0.047 -0.041 0.37

=====

So what do the calculations give for DFT total energy? Going down the list: -4878.1808, -1920.0997 hartree.